Record 1
Molecular formula: C7H21Cl2N2OScSi
Method: DFT, ωB97M-V with the def2-TZVPD basis set

Values from the calculation:
HOMO level, eV: -16.11
Lowest unoccupied orbital energy, eV: -7.4
Multiplicity: 1
Kohn-Sham gap, Ha: 0.31851
Charge: +2

Atoms and positions in Å:
Sc1 0.03 -0.21 0.17
N1 -0.72 1.90 0.46
C1 -0.40 2.83 -0.68
C2 -1.05 2.37 -1.99
C3 -0.38 1.18 -2.67
N2 -0.68 -0.11 -1.97
H1 -1.73 1.93 0.59
H2 -0.35 2.33 1.31
H3 0.68 2.89 -0.80
H4 -0.76 3.83 -0.44
H5 -1.04 3.21 -2.68
H6 -2.11 2.14 -1.81
H7 0.70 1.32 -2.69
H8 -0.72 1.12 -3.70
H9 -0.30 -0.86 -2.54
H10 -1.69 -0.25 -2.04
C4 -0.25 -1.76 4.00
Si1 -0.47 -2.68 2.37
C5 1.15 -3.48 1.81
C6 -1.94 -3.83 2.31
O1 -0.66 -1.46 1.22
H11 -0.03 -2.46 4.81
H12 -1.16 -1.23 4.28
H13 0.57 -1.04 3.95
H14 1.43 -4.29 2.48
H15 1.97 -2.76 1.80
H16 1.05 -3.92 0.81
H17 -1.81 -4.64 3.04
H18 -2.05 -4.28 1.32
H19 -2.86 -3.30 2.56
Cl1 4.68 1.07 1.39
C7 4.23 -0.18 0.27
Cl2 2.43 -0.12 -0.06
H20 4.43 -1.16 0.69
H21 4.70 -0.02 -0.69


Record 2
Molecular formula: C15H48O15
Method: DFT, ωB97M-V with the def2-TZVPD basis set

Values from the calculation:
HOMO level, eV: -9.75
Lowest unoccupied orbital energy, eV: 0.2
Multiplicity: 1
SMILES: OCCO.OCCO.OCCO.OCCO.OCCO.OCCO.CO.CO.CO
Kohn-Sham gap, Ha: 0.36599

Atoms and positions in Å:
O1 2.38 6.16 1.95
C1 2.07 5.53 0.71
C2 0.78 4.70 0.69
O2 0.85 3.48 1.41
H1 2.77 5.45 2.48
H2 1.91 6.29 -0.05
H3 2.90 4.94 0.29
H4 0.60 4.54 -0.37
H5 0.03 5.42 1.04
H6 1.44 3.69 2.15
O3 1.07 0.63 1.09
C3 0.37 -0.05 0.07
C4 0.99 -1.42 -0.11
O4 0.62 -2.10 -1.28
H7 0.80 1.56 1.01
H8 -0.71 -0.07 0.25
H9 0.45 0.51 -0.87
H10 0.77 -2.02 0.78
H11 2.06 -1.25 -0.13
H12 -0.12 -2.70 -1.13
O5 -1.75 2.48 1.42
C5 -2.83 2.35 0.51
C6 -3.21 3.66 -0.14
O6 -2.13 4.18 -0.93
H13 -1.05 2.98 0.97
H14 -2.61 1.58 -0.23
H15 -3.67 1.93 1.06
H16 -3.40 4.41 0.63
H17 -4.11 3.49 -0.74
H18 -2.42 5.05 -1.23
O7 -2.11 -2.68 -0.01
C7 -3.17 -2.88 0.90
C8 -3.89 -1.58 1.29
O8 -5.22 -1.44 0.84
H19 -2.47 -2.32 -0.83
H20 -3.90 -3.61 0.52
H21 -2.79 -3.40 1.78
H22 -3.39 -0.62 1.13
H23 -3.84 -1.59 2.40
H24 -5.87 -1.59 1.52
O9 0.21 -0.31 -6.82
C9 0.56 -0.90 -5.56
C10 -0.56 -1.68 -4.97
O10 -0.83 -2.95 -5.58
H25 -0.34 -0.97 -7.26
H26 1.37 -1.63 -5.75
H27 1.04 -0.21 -4.87
H28 -1.54 -1.17 -5.02
H29 -0.40 -1.82 -3.89
H30 -1.45 -3.42 -5.02
O11 2.91 1.72 3.10
C11 3.25 1.51 4.46
C12 2.21 0.61 5.11
O12 2.39 -0.68 4.54
H31 2.63 0.88 2.72
H32 4.23 1.04 4.63
H33 3.42 2.49 4.93
H34 1.19 0.98 5.04
H35 2.42 0.56 6.18
H36 1.80 -1.29 5.00
C13 -0.15 -3.97 3.58
O13 1.21 -4.21 3.95
H37 -0.21 -3.24 2.77
H38 -0.55 -4.93 3.26
H39 -0.70 -3.60 4.45
H40 1.44 -5.11 3.69
C14 2.05 2.24 -2.53
O14 2.66 3.07 -3.51
H41 1.34 1.55 -3.00
H42 2.86 1.65 -2.11
H43 1.45 2.82 -1.83
H44 2.15 3.27 -4.29
C15 0.36 -5.74 -2.70
O15 1.49 -6.30 -3.33
H45 -0.48 -6.44 -2.71
H46 0.60 -5.67 -1.62
H47 0.01 -4.76 -3.02
H48 1.76 -7.08 -2.85


Record 3
Molecular formula: C14H23N4O3PPdSTe
Method: DFT, ωB97M-V with the def2-TZVPD basis set

Values from the calculation:
HOMO level, eV: -6.97
Lowest unoccupied orbital energy, eV: -0.4
Multiplicity: 1
Kohn-Sham gap, Ha: 0.24300

Atoms and positions in Å:
Pd1 0.55 0.71 -0.17
C1 -2.06 -0.28 -5.48
C2 -1.48 -1.41 -4.63
N1 -0.24 -1.04 -3.98
C3 -0.18 -0.31 -2.85
S1 1.39 0.25 -2.35
N2 -1.32 0.00 -2.27
N3 -1.16 0.76 -1.17
C4 -2.12 1.50 -0.72
C5 -3.45 1.54 -1.39
C6 -1.84 2.31 0.47
C7 -2.85 2.96 1.17
C8 -2.52 3.72 2.28
C9 -1.20 3.81 2.67
C10 -0.25 3.13 1.93
N4 -0.55 2.41 0.86
H1 -3.00 -0.59 -5.93
H2 -1.37 0.00 -6.28
H3 -2.24 0.60 -4.86
H4 -1.28 -2.29 -5.25
H5 -2.19 -1.70 -3.86
H6 0.64 -1.21 -4.44
H7 -3.38 1.09 -2.38
H8 -3.81 2.56 -1.48
H9 -4.19 0.97 -0.81
H10 -3.88 2.87 0.86
H11 -3.30 4.23 2.84
H12 -0.90 4.39 3.53
H13 0.80 3.15 2.19
C11 2.21 -1.17 5.16
C12 2.57 -0.16 4.08
O1 3.01 -0.86 2.90
P1 2.20 -0.72 1.54
O2 2.32 0.66 0.93
Te1 -0.12 -1.24 1.72
O3 3.01 -1.73 0.61
C13 2.94 -3.15 0.78
C14 2.99 -3.78 -0.59
H14 1.92 -0.64 6.07
H15 3.07 -1.80 5.38
H16 1.38 -1.79 4.82
H17 3.39 0.48 4.38
H18 1.70 0.46 3.84
H19 2.01 -3.41 1.29
H20 3.78 -3.46 1.40
H21 2.14 -3.43 -1.18
H22 2.94 -4.87 -0.51
H23 3.91 -3.51 -1.11


Record 4
Molecular formula: C24H76O14
Method: DFT, ωB97M-V with the def2-TZVPD basis set

Values from the calculation:
HOMO level, eV: -9.84
Lowest unoccupied orbital energy, eV: 0.7
Multiplicity: 1
Kohn-Sham gap, Ha: 0.38729

Atoms and positions in Å:
C1 0.13 0.25 5.51
C2 0.05 0.55 4.06
C3 -0.21 1.99 3.71
O1 1.22 0.10 3.43
H1 0.19 -0.88 5.67
H2 -0.83 0.43 6.00
H3 0.96 0.70 6.08
H4 -0.80 -0.01 3.55
H5 0.56 2.68 4.13
H6 -1.17 2.28 4.15
H7 -0.11 2.18 2.68
H8 1.16 -0.83 3.49
C4 4.50 2.31 -4.26
C5 4.05 2.46 -2.80
C6 2.52 2.84 -2.67
O2 4.25 1.18 -2.10
H9 3.64 1.89 -4.82
H10 5.30 1.55 -4.18
H11 4.86 3.19 -4.75
H12 4.67 3.22 -2.36
H13 2.45 3.83 -3.14
H14 2.35 2.97 -1.59
H15 1.90 2.13 -3.25
H16 4.09 1.35 -1.16
C7 -2.09 1.43 -4.68
C8 -2.35 -0.07 -5.05
C9 -3.66 -0.33 -5.81
O3 -1.30 -0.60 -5.77
H17 -1.25 1.46 -4.11
H18 -2.97 1.82 -4.18
H19 -1.96 1.92 -5.65
H20 -2.44 -0.68 -4.14
H21 -4.56 0.16 -5.36
H22 -3.85 -1.36 -5.92
H23 -3.57 0.11 -6.77
H24 -1.51 -0.27 -6.67
C10 -0.08 -0.06 -2.02
C11 -0.74 -0.66 -0.73
C12 0.15 -0.47 0.49
O4 -1.99 -0.06 -0.34
H25 -0.09 -0.75 -2.87
H26 0.90 0.35 -1.87
H27 -0.62 0.83 -2.36
H28 -0.88 -1.73 -0.85
H29 0.23 0.58 0.75
H30 1.17 -0.88 0.32
H31 -0.21 -1.08 1.32
H32 -2.09 -0.07 0.61
C13 -3.57 0.58 2.87
O5 -2.87 -0.64 2.48
H33 -2.79 1.34 2.86
H34 -4.30 0.81 2.10
H35 -3.97 0.47 3.90
H36 -3.57 -1.24 2.24
C14 -4.53 2.11 -0.53
O6 -4.12 1.03 -1.32
H37 -3.75 2.53 0.10
H38 -4.86 2.95 -1.18
H39 -5.36 1.73 0.14
H40 -3.27 0.63 -0.98
C15 -1.33 -3.79 1.73
O7 -0.75 -3.18 2.86
H41 -0.81 -4.62 1.30
H42 -2.36 -4.17 1.92
H43 -1.50 -3.09 0.88
H44 -1.40 -2.57 3.14
C16 -6.52 -1.57 2.12
O8 -5.21 -2.04 1.86
H45 -6.72 -1.62 3.20
H46 -6.71 -0.47 1.82
H47 -7.37 -2.11 1.57
H48 -5.10 -2.34 0.96
C17 5.89 1.26 1.06
O9 5.08 0.20 0.70
H49 5.66 1.60 2.06
H50 6.97 0.94 1.00
H51 5.79 2.04 0.38
H52 5.47 -0.34 -0.03
C18 -0.57 3.61 -0.14
O10 -1.43 2.58 0.23
H53 -0.38 3.55 -1.21
H54 -1.10 4.52 0.06
H55 0.36 3.49 0.46
H56 -1.25 1.82 -0.35
C19 2.45 3.22 2.06
O11 1.89 2.18 1.29
H57 3.35 2.88 2.61
H58 2.83 4.05 1.35
H59 1.72 3.67 2.77
H60 2.20 1.37 1.69
C20 -4.69 -2.15 -2.07
O12 -5.12 -1.84 -0.74
H61 -4.78 -3.22 -2.21
H62 -5.27 -1.66 -2.84
H63 -3.59 -2.03 -2.19
H64 -5.03 -0.89 -0.59
C21 3.81 -1.81 -1.52
C22 4.99 -1.64 -2.42
O13 5.93 -0.79 -1.77
H65 2.90 -2.20 -1.99
H66 3.55 -0.85 -1.24
H67 4.12 -2.34 -0.60
H68 4.65 -1.15 -3.44
H69 5.57 -2.54 -2.68
H70 5.70 0.12 -2.05
C23 2.50 -3.34 4.04
C24 3.36 -4.40 3.34
O14 2.55 -5.25 2.54
H71 1.59 -3.11 3.56
H72 3.07 -2.44 4.11
H73 2.22 -3.64 5.05
H74 3.96 -4.94 4.12
H75 4.07 -3.86 2.73
H76 1.78 -5.41 3.09


Record 5
Molecular formula: C5H12N2O
Method: DFT, ωB97M-V with the def2-TZVPD basis set

Values from the calculation:
HOMO level (spin up / spin down), eV: -7.93 / -8.27
Lowest unoccupied orbital energy (spin up / spin down), eV: 0.1 / 0.2
Multiplicity: 1
Kohn-Sham gap (spin up / spin down), Ha: 0.29710 / 0.31086

Atoms and positions in Å:
C1 0.27 -2.19 -0.72
C2 -1.01 -1.49 -1.03
C3 0.68 -2.36 0.70
N1 1.53 -1.89 -1.79
N2 1.78 -0.82 -1.52
H1 0.72 -1.44 1.30
H2 -0.10 -3.00 1.14
H3 -1.79 -2.25 -0.89
H4 -1.23 -0.64 -0.37
H5 -1.08 -1.19 -2.07
H6 1.62 -2.91 0.80
C4 0.24 2.25 0.09
C5 -0.96 2.69 0.91
O1 0.94 1.25 0.83
H7 1.37 0.63 0.22
H8 0.90 3.10 -0.10
H9 -0.09 1.88 -0.89
H10 -1.52 3.46 0.38
H11 -0.64 3.08 1.88
H12 -1.62 1.85 1.12


Record 6
Molecular formula: C31H26BaBr2N6O6PS
Method: DFT, ωB97M-V with the def2-TZVPD basis set

Values from the calculation:
HOMO level, eV: -4.06
Lowest unoccupied orbital energy, eV: 1.2
Multiplicity: 1
Kohn-Sham gap, Ha: 0.19219
Charge: -1

Atoms and positions in Å:
Ba1 -0.45 0.65 1.29
C1 -2.64 -0.13 5.55
C2 -2.18 0.13 4.16
N1 -1.30 1.02 3.81
N2 -0.73 1.95 4.68
C3 -0.22 3.12 4.22
N3 0.24 3.97 5.19
S1 -0.11 3.57 2.58
C4 -2.76 -0.74 3.10
C5 -4.13 -0.70 2.81
C6 -4.73 -1.76 2.15
C7 -3.90 -2.84 1.77
C8 -2.54 -2.71 1.95
N4 -1.94 -1.61 2.42
H1 -1.97 0.34 6.28
H2 -2.66 -1.22 5.69
H3 -3.66 0.30 5.74
H4 -0.59 1.62 5.65
H5 0.31 3.64 6.15
H6 0.58 4.90 4.97
H7 -4.76 0.11 3.20
H8 -5.82 -1.78 1.99
H9 -4.30 -3.74 1.31
H10 -1.87 -3.48 1.55
Br1 2.18 -4.32 -0.76
C9 0.42 -3.84 -1.33
C10 -0.23 -4.67 -2.22
C11 -1.51 -4.38 -2.68
Br2 -2.30 -5.68 -3.79
C12 -2.19 -3.18 -2.38
C13 -3.47 -2.84 -2.84
C14 -3.99 -1.55 -2.59
C15 -3.30 -0.73 -1.73
N5 -2.08 -1.03 -1.19
C16 -1.50 -2.22 -1.46
C17 -0.16 -2.59 -0.87
O1 0.47 -1.88 -0.03
H11 0.26 -5.56 -2.58
H12 -3.98 -3.53 -3.54
H13 -4.97 -1.30 -2.99
H14 -3.71 0.26 -1.50
O2 2.45 -1.10 1.76
C18 3.36 -0.27 1.47
O3 3.49 0.87 2.11
C19 4.07 -0.27 0.15
P1 2.97 0.90 -0.67
C20 2.45 0.14 -2.17
C21 1.28 0.75 -2.65
C22 0.64 0.18 -3.73
C23 1.17 -0.98 -4.35
C24 2.34 -1.56 -3.86
C25 2.97 -1.03 -2.73
C26 3.93 2.35 -1.24
C27 3.97 3.48 -0.39
C28 4.65 4.61 -0.82
C29 5.35 4.58 -2.05
C30 5.32 3.44 -2.86
C31 4.61 2.30 -2.46
H15 4.04 -1.27 -0.30
H16 5.13 0.02 0.23
H17 0.89 1.64 -2.19
H18 -0.30 0.57 -4.09
H19 0.65 -1.39 -5.20
H20 2.80 -2.42 -4.36
H21 3.85 -1.51 -2.31
H22 3.41 3.42 0.55
H23 4.73 5.44 -0.12
H24 5.88 5.45 -2.36
H25 5.84 3.40 -3.81
H26 4.54 1.43 -3.10
O4 -4.55 3.51 -1.06
N6 -3.62 2.83 -0.55
O5 -2.34 2.95 -0.99
O6 -3.75 1.98 0.46